Record 1
{
  "formula": "C38H29IrO3P2S2",
  "method": "the ωB97M-V functional and the def2-TZVPD basis",
  "symbols": ["Ir", "O", "C", "C", "C", "C", "C", "C", "C", "P", "C", "C", "C", "C", "C", "C", "C", "C", "C", "C", "C", "C", "H", "H", "H", "H", "H", "H", "H", "H", "H", "H", "H", "H", "H", "H", "S", "P", "S", "C", "C", "C", "C", "C", "C", "C", "C", "C", "C", "C", "C", "H", "H", "H", "H", "H", "H", "H", "H", "H", "H", "O", "C", "O", "C", "C", "C", "C", "C", "C", "H", "H", "H", "H", "H"],
  "positions_angstrom": [[0.308, -0.275, -0.742], [2.879, -0.433, -1.899], [2.371, -0.567, -0.831], [3.069, -0.780, 0.453], [4.444, -0.595, 0.532], [5.058, -0.746, 1.765], [4.311, -1.085, 2.885], [2.944, -1.288, 2.794], [2.311, -1.132, 1.567], [0.590, -1.438, 1.185], [-0.464, -1.030, 2.583], [-0.688, -1.986, 3.577], [-1.455, -1.668, 4.685], [-2.005, -0.398, 4.804], [-1.791, 0.552, 3.816], [-1.024, 0.241, 2.705], [0.495, -3.237, 0.984], [1.652, -4.000, 0.826], [1.562, -5.368, 0.612], [0.320, -5.979, 0.552], [-0.837, -5.226, 0.712], [-0.754, -3.862, 0.925], [5.008, -0.324, -0.350], [6.125, -0.590, 1.854], [4.802, -1.193, 3.843], [2.372, -1.564, 3.672], [-0.265, -2.978, 3.485], [-1.628, -2.411, 5.452], [-2.610, -0.152, 5.667], [-2.232, 1.536, 3.904], [-0.895, 0.971, 1.918], [2.627, -3.535, 0.874], [2.462, -5.955, 0.492], [0.251, -7.046, 0.386], [-1.806, -5.705, 0.671], [-1.661, -3.287, 1.048], [0.987, 1.724, 0.031], [0.632, 2.523, -1.851], [-0.165, 0.985, -2.828], [-0.458, 3.944, -1.758], [-0.145, 5.148, -2.381], [-1.052, 6.196, -2.336], [-2.258, 6.042, -1.669], [-2.571, 4.836, -1.050], [-1.676, 3.783, -1.096], [2.229, 3.071, -2.465], [2.974, 3.993, -1.730], [4.205, 4.414, -2.201], [4.693, 3.916, -3.404], [3.955, 2.996, -4.134], [2.722, 2.568, -3.664], [0.795, 5.268, -2.903], [-0.814, 7.133, -2.823], [-2.963, 6.863, -1.634], [-3.518, 4.718, -0.540], [-1.931, 2.831, -0.641], [2.594, 4.384, -0.792], [4.785, 5.129, -1.634], [5.656, 4.247, -3.771], [4.340, 2.605, -5.066], [2.147, 1.835, -4.216], [-2.225, 0.287, -0.360], [-2.329, -0.897, -0.692], [-1.251, -1.581, -0.934], [-3.605, -1.635, -0.758], [-4.762, -0.989, -0.327], [-5.977, -1.653, -0.365], [-6.039, -2.957, -0.836], [-4.886, -3.600, -1.270], [-3.669, -2.943, -1.230], [-4.693, 0.028, 0.032], [-6.877, -1.154, -0.029], [-6.989, -3.475, -0.870], [-4.941, -4.614, -1.644], [-2.765, -3.432, -1.570]],
  "lowdin_charge": [0.89, 0.08, -0.49, -0.26, 0.01, -0.04, -0.04, -0.04, -0.33, 0.96, -0.33, -0.08, -0.06, -0.06, -0.06, -0.09, -0.32, -0.06, -0.06, -0.06, -0.06, -0.09, 0.13, 0.12, 0.12, 0.12, 0.11, 0.11, 0.11, 0.11, 0.05, 0.11, 0.11, 0.11, 0.11, 0.11, 0.47, 0.27, 0.38, -0.38, -0.07, -0.06, -0.06, -0.06, -0.09, -0.40, -0.10, -0.06, -0.06, -0.06, -0.09, 0.11, 0.11, 0.11, 0.11, 0.09, 0.11, 0.11, 0.11, 0.11, 0.09, -0.04, -0.60, -0.23, -0.14, -0.01, -0.06, -0.07, -0.07, -0.02, 0.12, 0.11, 0.11, 0.11, 0.12],
  "energy_ha": -3274.5189,
  "charge": 1,
  "homo_ev": [-11.6, -11.5],
  "homo_lumo_gap_ev": [8.41, 6.55],
  "de_lowest_kcal_mol": 13.0,
  "multiplicity": 2
}


Record 2
{
  "formula": "C38H29N2OS7V",
  "method": "the ωB97M-V functional and the def2-TZVPD basis",
  "symbols": ["V", "S", "C", "C", "C", "C", "C", "C", "S", "C", "C", "C", "C", "C", "C", "C", "S", "C", "C", "C", "C", "C", "C", "S", "N", "H", "H", "H", "H", "H", "H", "H", "H", "H", "H", "H", "H", "H", "H", "H", "S", "C", "N", "C", "C", "C", "C", "C", "C", "S", "H", "H", "H", "H", "O", "S", "C", "C", "C", "C", "C", "C", "C", "C", "C", "C", "C", "C", "H", "H", "H", "H", "H", "H", "H", "H", "H", "H"],
  "positions_angstrom": [[0.641, -0.809, 1.324], [-1.025, 0.762, 1.906], [-2.471, 0.058, 1.194], [-3.736, 0.599, 1.502], [-4.902, 0.089, 0.955], [-4.856, -0.968, 0.048], [-3.625, -1.506, -0.286], [-2.447, -1.024, 0.289], [-0.907, -1.806, -0.195], [-1.071, -3.338, 0.792], [-0.821, -3.146, 2.267], [-1.131, -4.151, 3.174], [-0.736, -4.024, 4.490], [0.003, -2.913, 4.856], [0.276, -1.940, 3.912], [1.121, -0.743, 4.317], [2.231, 0.044, 3.062], [3.352, -1.258, 2.307], [4.745, -1.272, 2.877], [5.734, -2.025, 2.391], [5.682, -2.981, 1.276], [4.699, -3.247, 0.407], [3.377, -2.552, 0.211], [2.331, -3.131, -0.954], [-0.196, -2.025, 2.650], [-3.771, 1.439, 2.186], [-5.859, 0.519, 1.233], [-5.765, -1.360, -0.395], [-3.559, -2.315, -1.010], [-0.286, -3.979, 0.384], [-2.042, -3.791, 0.606], [-1.645, -5.041, 2.826], [-0.961, -4.799, 5.214], [0.399, -2.810, 5.857], [1.711, -1.011, 5.189], [0.470, 0.095, 4.560], [4.938, -0.636, 3.735], [6.684, -1.981, 2.913], [6.567, -3.601, 1.180], [4.829, -4.098, -0.250], [2.601, -2.915, 2.453], [3.332, -1.052, 0.693], [2.221, -0.221, 0.304], [2.582, 0.963, -0.294], [1.749, 2.072, -0.491], [2.215, 3.175, -1.208], [3.507, 3.211, -1.720], [4.385, 2.164, -1.416], [3.925, 1.084, -0.684], [4.852, -0.268, -0.083], [0.760, 2.066, -0.051], [1.552, 4.023, -1.359], [3.842, 4.054, -2.314], [5.419, 2.193, -1.748], [-0.568, 0.529, -1.395], [-0.413, 1.392, -2.602], [-1.841, 0.989, -3.622], [-1.673, 0.736, -4.972], [-2.757, 0.291, -5.725], [-3.989, 0.100, -5.117], [-4.149, 0.364, -3.756], [-3.075, 0.810, -3.003], [-0.994, 3.015, -2.104], [-1.453, 3.168, -0.808], [-1.867, 4.431, -0.389], [-1.817, 5.510, -1.264], [-1.341, 5.337, -2.563], [-0.923, 4.084, -2.986], [-0.697, 0.872, -5.428], [-2.632, 0.072, -6.779], [-4.824, -0.276, -5.695], [-5.110, 0.206, -3.277], [-3.176, 0.994, -1.936], [-1.451, 2.316, -0.130], [-2.220, 4.567, 0.628], [-2.127, 6.495, -0.931], [-1.291, 6.181, -3.242], [-0.530, 3.942, -3.990]],
  "lowdin_charge": [0.21, 0.65, -0.63, -0.13, -0.11, -0.12, -0.13, -0.49, 0.94, -0.34, -0.31, -0.02, -0.06, -0.05, -0.37, -0.38, 0.93, -0.88, -0.18, -0.15, -0.14, -0.21, -0.89, 0.62, -0.08, 0.09, 0.09, 0.09, 0.11, 0.07, 0.08, 0.11, 0.10, 0.11, 0.07, 0.07, 0.10, 0.09, 0.09, 0.08, 0.77, -0.70, -0.17, -0.32, -0.06, -0.12, -0.13, -0.12, -0.48, 1.05, 0.06, 0.09, 0.08, 0.09, -0.58, 1.04, -0.36, -0.09, -0.09, -0.09, -0.07, -0.06, -0.39, -0.08, -0.06, -0.09, -0.09, -0.09, 0.11, 0.10, 0.10, 0.10, 0.11, 0.05, 0.11, 0.10, 0.10, 0.11],
  "energy_ha": -5381.5657,
  "charge": -1,
  "homo_ev": [-3.2, -3.8],
  "homo_lumo_gap_ev": [5.64, 6.17],
  "de_lowest_kcal_mol": 113.9,
  "multiplicity": 4
}


Record 3
{
  "formula": "C38H30ClN2NiO2S2Sb",
  "method": "the ωB97M-V functional and the def2-TZVPD basis",
  "symbols": ["Ni", "Cl", "C", "C", "C", "C", "C", "C", "C", "O", "O", "H", "H", "H", "H", "N", "C", "N", "C", "C", "C", "C", "C", "C", "S", "H", "H", "H", "H", "H", "H", "C", "C", "C", "C", "C", "C", "H", "H", "H", "H", "H", "S", "Sb", "C", "C", "C", "C", "C", "C", "C", "C", "C", "C", "C", "C", "C", "C", "C", "C", "C", "C", "H", "H", "H", "H", "H", "H", "H", "H", "H", "H", "H", "H", "H", "H", "H"],
  "positions_angstrom": [[-0.038, -1.659, -0.729], [0.725, -5.102, 5.618], [1.223, -4.709, 3.992], [0.311, -4.829, 2.958], [0.692, -4.442, 1.682], [1.975, -3.970, 1.434], [2.888, -3.911, 2.481], [2.514, -4.261, 3.769], [2.383, -3.488, 0.049], [3.557, -3.579, -0.277], [1.433, -3.005, -0.664], [-0.685, -5.199, 3.158], [-0.019, -4.483, 0.867], [3.893, -3.569, 2.274], [3.208, -4.182, 4.594], [-2.381, -2.019, 1.849], [-1.149, -1.590, 2.154], [-0.203, -1.358, 1.285], [0.961, -0.927, 1.924], [2.171, -0.643, 1.295], [3.248, -0.256, 2.070], [3.136, -0.146, 3.456], [1.942, -0.434, 4.093], [0.865, -0.824, 3.314], [-0.738, -1.278, 3.824], [-2.603, -2.235, 0.887], [-3.024, -2.276, 2.574], [2.275, -0.771, 0.223], [4.198, -0.057, 1.593], [3.995, 0.150, 4.043], [1.857, -0.371, 5.169], [-4.492, -2.520, -1.776], [-4.141, -1.183, -1.643], [-2.832, -0.831, -1.342], [-1.844, -1.802, -1.165], [-2.210, -3.144, -1.317], [-3.523, -3.498, -1.618], [-5.511, -2.796, -2.013], [-4.888, -0.411, -1.777], [-2.592, 0.221, -1.254], [-1.460, -3.922, -1.202], [-3.782, -4.543, -1.733], [0.579, -0.459, -2.534], [0.239, 1.656, -1.717], [1.707, 2.859, -2.632], [2.095, 2.458, -3.907], [3.044, 3.189, -4.604], [3.615, 4.314, -4.028], [3.229, 4.716, -2.759], [2.273, 3.992, -2.060], [-1.603, 2.390, -2.440], [-2.203, 3.507, -1.870], [-3.408, 3.974, -2.372], [-4.009, 3.326, -3.442], [-3.410, 2.212, -4.010], [-2.206, 1.740, -3.509], [0.139, 2.065, 0.344], [1.233, 2.509, 1.078], [1.100, 2.754, 2.436], [-0.119, 2.547, 3.062], [-1.208, 2.091, 2.335], [-1.082, 1.848, 0.976], [1.676, 1.564, -4.352], [3.343, 2.874, -5.594], [4.362, 4.878, -4.570], [3.667, 5.597, -2.311], [1.959, 4.340, -1.084], [-1.741, 4.013, -1.029], [-3.877, 4.841, -1.928], [-4.952, 3.690, -3.831], [-3.883, 1.703, -4.839], [-1.752, 0.848, -3.927], [2.207, 2.614, 0.616], [1.958, 3.082, 3.008], [-0.217, 2.726, 4.125], [-2.155, 1.912, 2.826], [-1.937, 1.478, 0.424]],
  "lowdin_charge": [0.15, 0.64, -0.68, -0.12, -0.03, -0.14, -0.02, -0.10, -0.63, 0.05, -0.13, 0.10, 0.11, 0.12, 0.10, 0.15, -0.66, 0.06, -0.30, -0.03, -0.07, -0.09, -0.09, -0.47, 1.10, 0.07, 0.10, 0.10, 0.11, 0.10, 0.11, -0.10, -0.09, -0.13, -0.27, -0.11, -0.09, 0.10, 0.10, 0.06, 0.10, 0.10, 0.31, 1.36, -0.35, -0.13, -0.07, -0.08, -0.08, -0.12, -0.36, -0.12, -0.08, -0.08, -0.07, -0.14, -0.35, -0.13, -0.07, -0.07, -0.08, -0.13, 0.08, 0.11, 0.11, 0.11, 0.09, 0.10, 0.11, 0.11, 0.11, 0.09, 0.10, 0.11, 0.11, 0.11, 0.09],
  "energy_ha": -4731.1882,
  "homo_ev": [-8.0, -8.0],
  "homo_lumo_gap_ev": [7.96, 7.96],
  "de_lowest_kcal_mol": 12.2
}